Record 1
DFT (ωB97M-V/def2-TZVPD) results for a molecular structure, C13H10AsClF6IrN3O6S3Sb.

XYZ file:
```
45
Properties=species:S:1:pos:R:3:forces:R:3:mulliken_charge:R:1
C 0.578 0.025 -3.054 0.01 0.00 0.00 0.0346
F -3.198 0.933 1.105 0.01 -0.03 -0.01 -0.4647
Cl 1.971 -3.411 -1.977 -0.01 0.00 0.00 -0.1084
H -0.066 0.982 -4.855 0.00 0.00 0.00 0.4391
O 4.792 -2.360 1.583 -0.03 -0.03 0.03 -0.5490
H 1.547 0.507 -3.027 0.00 0.00 0.00 0.6132
N -0.357 0.611 2.261 -0.01 0.05 -0.12 -0.4039
S 1.810 3.133 -0.666 -0.11 0.04 -0.01 -0.1637
H -2.270 -0.142 -4.865 0.00 0.00 0.00 0.4303
C 4.030 -2.771 0.584 0.09 0.07 -0.09 0.4588
O 4.215 -3.812 0.015 -0.03 -0.03 0.03 -0.5641
F -3.779 -2.494 1.031 0.00 -0.01 0.02 -0.4794
Ir 0.594 1.551 0.654 0.22 -0.15 0.11 2.1084
O -1.299 3.984 3.259 0.02 0.03 0.01 -0.6109
O 3.927 0.003 2.415 0.02 -0.01 0.00 -0.7951
H -1.020 -0.095 1.929 -0.02 0.01 0.02 0.1359
F -1.832 -1.042 0.654 -0.05 0.01 0.04 -0.5805
O 2.252 1.368 1.868 0.02 -0.02 0.00 -0.8645
C -0.810 3.059 2.682 -0.18 -0.02 -0.04 0.3516
C 2.915 -1.865 0.156 -0.01 0.01 0.02 -0.0869
Sb -0.423 4.195 -0.629 0.07 0.02 -0.03 0.5308
S 0.915 3.483 -2.551 -0.03 0.01 0.04 -0.2382
F -3.890 -0.661 -0.620 0.00 -0.01 0.01 -0.4483
H -0.724 1.527 4.150 0.01 -0.02 0.00 0.4628
F -5.180 -0.493 1.502 0.00 -0.01 0.01 -0.4667
H 0.359 0.134 2.802 0.00 0.02 -0.01 0.4436
S -1.192 1.854 -0.702 -0.08 -0.04 -0.02 0.0424
F -3.049 -0.848 2.734 0.01 -0.02 0.06 -0.5197
H -2.113 1.442 3.067 0.00 0.01 0.03 0.1872
N 1.443 -0.183 -0.057 0.02 0.09 0.00 -0.4693
C -0.326 0.285 -4.070 -0.01 -0.01 -0.01 -0.8248
H -1.250 -2.204 -1.254 0.00 0.00 0.00 0.5184
C -1.562 -0.350 -4.074 0.01 0.01 0.00 -0.4623
As -3.556 -0.796 1.069 0.02 0.07 -0.12 1.9597
H 4.520 -1.480 1.948 0.01 0.03 0.00 0.4368
C 0.219 -0.864 -2.054 -0.01 0.01 0.02 -0.8587
O -0.052 3.225 1.581 0.09 -0.01 0.01 -0.8072
C -0.998 -1.521 -2.051 -0.01 0.01 0.01 0.0228
C 2.487 -0.618 0.638 -0.01 -0.05 0.00 0.4672
H -2.863 -1.731 -3.066 0.00 0.00 0.00 0.4003
C 2.961 0.291 1.732 -0.04 0.00 0.04 1.0279
N 1.167 -1.100 -0.998 0.00 -0.01 -0.04 0.8062
C -1.896 -1.250 -3.072 -0.01 -0.01 0.00 -0.8016
C -1.041 1.619 3.114 0.02 0.01 -0.01 -0.3005
C 2.044 -2.122 -0.894 -0.01 -0.02 0.01 -0.0098
```
Positions in Å, forces in eV/Å.

Computed properties:
LUMO level (alpha / beta): -1.88 / -3.68 eV
Kohn-Sham gap (alpha / beta): 8.3 / 6.4 eV
maximum force: 0.00563 hartree/bohr
spin multiplicity: 2
relative energy (zero: lowest compared OMol25 entry of this formula, charge and spin): 0.6 kcal/mol
⟨S²⟩: 0.7561

Record 2
DFT (ωB97M-V/def2-TZVPD) results for 2 unconnected molecules or ions with the total composition C13H10Cl4NO4 at a distorted geometry.

XYZ file:
```
32
Properties=species:S:1:pos:R:3:forces:R:3:mulliken_charge:R:1
H -0.560 -2.971 -0.734 0.22 0.13 -0.02 0.3020
H -1.813 -0.975 -1.791 0.17 0.16 -0.03 0.2732
C -0.840 -0.457 -1.837 0.18 -0.25 -0.01 -0.9146
Cl -3.014 3.791 2.657 -0.29 0.14 -0.04 -0.1898
C 0.910 1.486 2.697 0.39 1.02 0.16 0.2034
H -1.078 -2.904 -3.110 0.20 0.13 -0.03 0.4079
C -0.669 0.308 -0.501 -0.01 0.22 -0.61 0.1185
C -0.122 -2.394 -3.294 -0.02 0.03 -0.01 -2.0530
H 1.208 -3.058 -0.899 -0.20 0.17 0.20 0.3398
N 0.027 -0.252 0.509 -0.16 0.19 0.03 0.1697
O 1.058 -2.086 1.412 -0.35 0.48 -0.61 -0.6746
C 0.358 -2.365 -0.832 -0.17 0.30 -0.30 -0.8856
H -0.221 -1.799 -4.211 0.02 -0.10 0.07 0.4039
C -0.352 0.703 2.873 0.04 -1.52 0.03 0.6583
O -0.376 -0.450 3.265 -0.09 1.84 0.21 -0.5597
H -0.887 0.270 -2.657 -0.08 -0.03 0.24 0.3689
H 1.525 -0.205 -3.287 0.14 -0.03 0.07 0.4188
C 0.496 -1.531 0.461 0.41 -0.47 0.00 0.1327
C 0.922 2.844 2.740 -0.41 -1.04 -0.05 0.2572
H 0.645 -3.163 -3.460 -0.11 0.11 -0.02 0.4038
C -1.589 2.865 2.728 0.23 -1.10 0.00 0.3095
C -0.328 3.650 2.856 0.09 0.81 -0.02 0.2370
H 2.384 -1.573 -2.511 0.00 0.16 -0.05 0.4119
C 0.262 -1.505 -2.111 -0.43 -0.05 0.66 1.9314
C 1.603 -0.815 -2.381 -0.21 -0.07 0.11 -1.7410
Cl 2.360 3.749 2.643 0.33 0.18 -0.01 -0.1875
O -0.316 4.867 3.004 -0.05 -1.59 -0.17 -0.6706
C -1.592 1.508 2.659 -0.26 1.12 0.11 0.1607
Cl -3.029 0.615 2.496 -0.03 -0.05 0.00 -0.1693
Cl 2.338 0.582 2.581 0.07 -0.03 0.12 -0.1220
O -1.186 1.438 -0.428 0.37 -0.75 0.14 -0.7021
H 1.876 -0.169 -1.538 0.01 -0.09 -0.17 0.3610
```
Positions in Å, forces in eV/Å.

Computed properties:
LUMO level: 1.39 eV
Kohn-Sham gap: 6.7 eV
maximum force: 0.03599 hartree/bohr
spin multiplicity: 1
charge: -1

Record 3
DFT (ωB97M-V/def2-TZVPD) results for a molecular structure, C13H10F14N2O2PRhS at a distorted geometry.

XYZ file:
```
44
Properties=species:S:1:pos:R:3:forces:R:3:mulliken_charge:R:1
F 3.101 -0.701 2.004 -0.09 1.76 -0.07 -0.3976
C -3.880 2.512 -0.749 -0.32 2.22 2.51 0.1361
F 1.767 1.195 1.658 0.74 0.19 0.10 -0.4885
C -2.548 2.025 -0.676 2.18 -1.38 0.81 0.4614
C -2.184 0.747 -1.134 -2.53 1.56 -1.16 0.1544
C 0.894 0.194 -3.523 0.57 2.18 -0.65 -0.8284
F 4.130 1.399 1.376 -1.41 -0.74 0.98 -0.3604
C -0.218 -0.732 2.163 1.59 0.42 0.05 0.1105
H -2.615 -2.399 3.488 0.03 -0.26 -0.09 0.4011
H 2.402 2.686 -2.131 0.36 -0.45 0.97 0.4662
F -6.154 1.891 -0.733 1.81 -0.74 -0.77 -0.2150
C -3.174 0.069 -1.854 2.18 -0.25 -1.78 0.8770
N -1.119 -0.605 1.177 0.31 -0.03 1.69 -0.0527
C -4.524 0.388 -1.708 -4.15 -0.17 -1.15 0.3808
N -0.719 -1.491 3.129 1.34 0.31 0.73 0.0557
C 2.891 -3.075 -0.268 0.87 0.67 0.52 0.7162
H 0.006 -0.401 -3.699 0.01 -0.28 0.06 0.3612
S 0.580 1.299 -2.079 1.52 1.38 -0.27 0.0228
H 2.897 1.049 -1.411 -0.58 0.66 -0.01 0.3058
F -4.076 3.769 -0.186 -0.14 -3.51 -1.86 -0.1772
F 2.929 -4.109 -1.167 0.36 1.38 1.26 -0.2444
P 3.142 0.894 2.618 0.87 -1.17 -0.04 1.2713
H 2.050 2.248 -0.350 -0.28 -0.15 -0.57 0.2102
C 2.161 1.887 -1.388 0.91 0.09 -1.20 -0.7548
C -4.867 1.551 -1.004 -2.31 1.10 -0.29 0.2750
F 2.319 -3.488 0.864 0.76 -0.44 -0.31 -0.2331
H 1.027 0.938 -4.356 -0.27 -0.78 0.58 0.4112
F 4.184 -2.586 0.018 -2.64 -1.42 -0.89 -0.2222
F -5.520 -0.306 -2.382 2.41 1.39 1.89 -0.2140
O 2.349 -1.448 -1.900 -0.02 0.41 -0.22 -0.5995
F 3.079 2.402 3.190 -0.22 -1.08 -0.36 -0.3631
H -3.138 -1.413 1.023 -0.39 0.01 -0.54 0.4234
C -1.960 -1.899 2.798 -1.26 0.51 -1.51 -0.6006
C 2.007 -1.911 -0.844 0.91 -1.07 0.32 0.3368
F 2.114 0.325 3.795 0.13 0.74 -0.66 -0.3741
H -0.200 -1.717 3.981 -0.23 0.13 -0.41 0.2925
F -2.827 -0.739 -2.911 -0.72 1.09 2.32 -0.2399
H 1.821 -0.322 -3.313 -0.33 -0.31 -0.17 0.3660
C -2.215 -1.362 1.543 0.31 -0.38 1.75 -0.4801
F -1.691 2.783 0.052 -1.06 -1.12 -1.37 -0.2251
O 0.981 -1.603 -0.115 -0.55 0.15 -0.74 -0.6332
F 4.387 0.477 3.520 -0.30 0.51 -0.40 -0.3310
H 0.834 -0.321 2.141 -1.54 -0.57 0.15 0.1716
Rh -0.421 -0.100 -0.660 1.13 -2.52 0.79 0.8279
```
Positions in Å, forces in eV/Å.

Computed properties:
LUMO level (alpha / beta): -5.49 / -9.27 eV
Kohn-Sham gap (alpha / beta): 6.4 / 4.0 eV
maximum force: 0.08383 hartree/bohr
spin multiplicity: 6
relative energy (zero: lowest compared OMol25 entry of this formula, charge and spin): 32.6 kcal/mol
charge: +1
⟨S²⟩: 8.7863

Record 4
DFT (ωB97M-V/def2-TZVPD) results for a molecular structure, C13H10HoN2O4S at a distorted geometry.

XYZ file:
```
31
Properties=species:S:1:pos:R:3:forces:R:3:mulliken_charge:R:1
S 0.677 -3.868 3.026 0.43 1.79 -0.59 -0.0877
N 0.700 -1.648 1.689 0.39 2.38 -0.92 0.1312
C 2.731 -2.620 4.561 -0.27 0.35 -0.60 -0.4745
C 2.524 -0.302 2.929 0.06 -1.20 0.66 -0.4291
H 2.770 -3.516 5.165 0.18 0.07 0.13 0.4582
C 0.061 -2.791 1.776 0.33 -2.24 2.14 0.7471
H -0.937 -0.066 -2.703 0.34 -0.14 0.23 0.4262
C -0.001 1.866 -0.912 -0.02 6.04 -2.55 0.3961
H 0.948 -2.277 -1.455 -0.27 0.16 0.02 0.3547
O -0.006 2.917 -1.386 0.02 -4.56 2.06 -0.0674
H 0.939 -0.062 -2.701 -0.30 -0.13 0.24 0.4406
C -0.031 1.035 1.781 -0.04 4.67 7.70 0.4777
C 3.425 -0.369 4.005 -0.51 0.24 -0.69 -1.1356
C 1.736 -1.427 2.676 -0.79 -1.17 0.12 0.7596
Ho 0.002 -0.384 -0.014 0.76 -2.25 4.49 -0.3999
O -3.265 -0.006 -0.007 5.56 0.06 -0.06 -0.0266
H -1.539 -2.529 0.509 -0.85 -0.05 -0.09 -0.0839
C 2.111 0.027 -0.070 10.76 0.94 0.06 0.5513
H -1.406 -4.070 1.246 -0.60 -0.66 -0.09 0.2671
O -0.007 1.586 2.805 -0.25 -2.71 -5.28 -0.0763
H 2.452 0.580 2.339 0.14 0.62 -0.15 0.3051
H 4.034 0.497 4.198 0.15 0.09 0.13 0.4384
C 1.840 -2.553 3.485 0.14 -0.90 0.66 0.3288
H 4.224 -1.525 5.632 0.10 0.08 0.06 0.4548
C -2.106 -0.007 -0.013 -11.36 1.20 0.18 0.6318
C 0.003 -1.752 -1.689 0.15 0.55 -5.26 -0.1661
O 3.267 0.005 -0.015 -5.46 0.15 -0.48 -0.0460
C 0.002 -0.516 -2.339 -0.10 -3.57 -2.09 -0.7461
C 3.531 -1.498 4.806 -0.46 -0.65 -0.14 -0.6695
H -0.938 -2.286 -1.466 0.29 0.22 -0.13 0.4631
N -1.024 -3.170 1.062 1.47 0.64 0.23 -0.2230
```
Positions in Å, forces in eV/Å.

Computed properties:
LUMO level (alpha / beta): -13.85 / -13.75 eV
Kohn-Sham gap (alpha / beta): 4.5 / 4.6 eV
maximum force: 0.22212 hartree/bohr
spin multiplicity: 5
charge: +3
⟨S²⟩: 6.0060

Record 5
DFT (ωB97M-V/def2-TZVPD) results for C13H10N2 in the gas phase at a distorted geometry.

XYZ file:
```
25
Properties=species:S:1:pos:R:3:forces:R:3:mulliken_charge:R:1
H -2.120 2.347 1.306 0.80 -0.13 -2.39 0.3198
H -2.383 2.747 -0.505 0.39 -0.46 0.36 0.3265
N -0.940 -2.346 0.147 0.10 -1.01 -1.39 -0.4799
H -4.178 -1.685 -0.494 1.85 0.60 0.85 0.2627
C 3.238 -1.634 0.032 -0.41 -5.10 0.96 -0.2345
C 3.839 -0.444 0.013 3.69 3.02 -0.73 -0.3499
N 1.934 -1.985 -0.025 0.17 2.93 0.09 -0.5510
H 3.896 -2.482 0.288 -0.35 0.07 -0.60 0.3492
C -2.662 -0.014 -0.098 4.76 -10.07 -0.83 -0.9756
H 4.952 -0.103 -0.033 -1.74 -1.89 0.54 0.2522
H 3.365 1.630 0.109 0.53 0.42 -0.62 0.3663
H -1.071 3.538 0.494 -0.65 -2.36 -0.98 0.3107
C -2.275 -2.511 0.021 2.06 -1.12 1.75 -0.2241
C -1.228 -0.029 -0.126 -1.01 4.00 -0.24 1.0393
C -0.649 1.357 -0.071 1.47 0.50 -0.96 0.8503
C 3.059 0.625 -0.107 -4.23 1.68 0.61 -0.4821
C -0.412 -1.182 -0.223 0.57 1.56 2.62 -0.0066
C 1.636 0.452 -0.172 -0.99 0.59 -0.97 0.9556
H -3.382 0.638 -0.214 -2.85 3.81 -0.25 0.4577
H -2.650 -3.518 0.394 0.29 1.37 -1.08 0.3476
C 0.692 1.646 -0.327 -1.30 -0.77 2.02 -0.9480
C -1.601 2.496 0.240 -0.17 2.35 2.72 -1.4696
C 1.085 -0.896 -0.121 0.68 -0.52 -0.84 0.0323
C -3.074 -1.444 -0.220 -3.90 3.20 -0.55 -0.3638
H 0.930 2.797 -0.310 0.26 -2.68 -0.11 0.2149
```
Positions in Å, forces in eV/Å.

Computed properties:
LUMO level: -0.04 eV
Kohn-Sham gap: 8.4 eV
SMILES: Cc1cc2cccnc2c2ncccc12
maximum force: 0.21717 hartree/bohr
spin multiplicity: 1
relative energy (zero: lowest compared OMol25 entry of this formula, charge and spin): 56.7 kcal/mol

Record 6
DFT (ωB97M-V/def2-TZVPD) results for a molecular structure, C13H10N2O4SYb at a distorted geometry.

XYZ file:
```
31
Properties=species:S:1:pos:R:3:forces:R:3:mulliken_charge:R:1
H 2.464 -1.882 0.674 -0.82 -0.72 0.78 0.0665
O 3.876 -0.240 -1.183 -4.65 -0.38 0.46 -0.0379
C -0.200 0.113 3.575 -0.21 0.05 1.87 0.4173
C 2.732 -0.329 -1.075 5.90 0.47 -0.78 0.1952
C 0.651 2.175 -0.811 0.62 5.31 0.58 0.2503
O 0.776 3.306 -0.652 -0.43 -4.27 -0.64 -0.0594
H -0.655 -1.473 -5.825 0.30 0.23 0.01 0.2869
C -0.904 0.857 4.525 1.29 -1.38 -0.16 -0.3733
C -0.037 -2.729 -1.164 -0.59 -5.71 -0.86 0.2159
H 1.321 0.924 -5.700 -0.30 -0.22 -0.02 0.2935
C 0.364 0.392 -5.694 -0.01 -0.10 0.14 -0.5673
C -2.207 -0.243 -1.077 -5.67 0.08 -0.05 0.2750
C -1.780 1.861 4.075 0.04 0.04 0.89 -0.5246
H -2.317 2.471 4.804 0.11 -0.18 -0.14 0.4659
H -0.762 0.651 5.586 -0.15 0.19 -0.19 0.4779
S 0.975 -1.216 3.794 -0.64 0.40 0.01 -0.0115
H -1.457 1.444 0.682 -0.10 0.28 0.60 0.2934
Yb 0.270 -0.296 -0.914 -0.22 0.17 -1.47 0.9290
C -1.977 2.090 2.706 0.22 -0.19 -2.35 -0.9334
H -2.669 2.871 2.381 0.17 -0.28 0.12 0.4631
H -0.537 1.013 -5.721 0.28 -0.25 -0.01 0.2907
C -1.294 1.328 1.760 -1.21 1.36 0.31 -0.2879
O -0.165 -3.862 -1.318 0.48 4.51 0.65 -0.0411
C -0.387 0.365 2.209 1.61 -1.81 -1.63 0.8000
H 1.202 -1.562 -5.807 -0.28 0.25 0.00 0.2873
H 2.449 -2.763 2.102 0.11 -0.61 -0.33 0.3906
N 1.857 -2.294 1.421 0.16 2.14 1.19 -0.2682
C 0.301 -0.944 -5.752 0.00 0.09 0.14 -0.5471
C 1.085 -1.342 2.083 1.04 -0.93 -0.63 0.3508
O -3.358 -0.222 -1.049 4.52 -0.11 -0.15 -0.0604
N 0.384 -0.463 1.363 -1.57 1.58 1.66 -0.0372
```
Positions in Å, forces in eV/Å.

Computed properties:
LUMO level (alpha / beta): -11.54 / -14.41 eV
Kohn-Sham gap (alpha / beta): 5.7 / 2.8 eV
maximum force: 0.11615 hartree/bohr
spin multiplicity: 2
relative energy (zero: lowest compared OMol25 entry of this formula, charge and spin): 17.0 kcal/mol
charge: +3
⟨S²⟩: 0.7698

- spin multiplicity of number 3 (C13H10F14N2O2PRhS)?
  6